Formula: CHClN2O2S
Source: OMol25
Level of theory: wB97M-V/def2-TZVPD

Structure (ORCA input):
```
! RIJCOSX wB97M-V def2-TZVPD def2/J DEFGRID3
* xyz 0 1
N -0.767 0.853 -2.500
C -0.877 0.325 -1.503
S -0.570 -0.481 0.203
O -1.488 -0.069 1.229
O -0.350 -1.858 -0.017
N 0.876 0.390 0.518
Cl 1.411 0.388 2.138
H 1.764 0.452 -0.070
*
```

LUMO energy: -0.7505 eV
E_HOMO: -10.8 eV
orbital gap: 10.030 eV
SMILES string: N#CS(=O)(=O)NCl
energy relative to the best compared isomer or geometry (same formula, charge and spin): 1.766 eV